DFT (wB97M-V/def2-TZVPD) results for C4H8O3 as an isolated structure.

Geometry (Å):
O1 -0.57400 0.43145 -0.74714
O2 0.91122 -1.28919 -0.37611
O3 2.77028 0.68391 0.23127
C1 -1.96882 0.02097 -0.88977
C2 -1.60353 -1.38954 -0.42159
C3 1.90078 1.27397 1.16247
C4 -0.19481 -0.84438 -0.47572
H1 -1.91392 -1.62240 0.59954
H2 1.68263 0.61582 2.02059
H3 0.94010 1.58716 0.72332
H4 -2.62990 0.60529 -0.24876
H5 2.33415 -0.11701 -0.09557
H6 -1.79479 -2.23085 -1.08691
H7 -2.25859 0.10577 -1.93813
H8 2.39919 2.16904 1.54251

Forces on atoms 1 to 6 (eV/Å):
O 0.123 -0.028 -0.118
O -0.577 0.215 0.002
O 0.061 -0.169 -0.117
C -0.306 0.071 -0.078
C -0.087 -0.117 0.003
C -0.195 0.319 0.355

Computed properties:
Relative energy (zero: lowest compared OMol25 entry of this formula, charge and spin): 173.7 kJ/mol
HOMO level: -9.52 eV
Kohn-Sham gap: 10.2 eV
Energy: -10419.2029 eV
Largest force on an atom: 0.64 eV Å⁻¹

DFT (wB97M-V/def2-TZVPD) results for one molecule with the formula C4H8O3 in a non-equilibrium geometry.

Geometry (Å):
O1 -0.38135 1.50497 1.58632
O2 -1.37226 -0.72317 2.59949
O3 0.97795 -1.53255 -1.10630
C1 -0.17219 0.52156 0.90333
C2 0.86269 0.69204 -0.19012
C3 0.88895 -0.16818 -1.44828
C4 -0.74222 -0.81455 1.35453
H1 -1.34227 0.21262 2.84767
H2 -1.46670 -1.13170 0.59609
H3 1.71820 0.66881 0.50412
H4 0.80364 1.73332 -0.50711
H5 0.07980 -1.53559 1.40928
H6 -0.03923 0.03088 -2.01271
H7 0.84964 -2.03984 -1.91578
H8 1.71448 0.14320 -2.11519

Forces on atoms 1 to 6 (eV/Å):
O -0.450 -0.214 0.098
O -0.026 0.158 0.030
O 0.027 -0.302 -0.165
C 0.013 0.407 0.410
C -0.127 0.132 0.112
C -0.134 0.434 0.155

Computed properties:
Relative energy (zero: lowest compared OMol25 entry of this formula, charge and spin): 156.8 kJ/mol
HOMO level: -10.03 eV
Kohn-Sham gap: 10.6 eV
Structure (SMILES): O=C(CO)CCO
Energy: -10419.3782 eV
Largest force on an atom: 1.12 eV Å⁻¹

DFT (wB97M-V/def2-TZVPD) results for one molecule with the formula C4H8O3.

Geometry (Å):
O1 -0.47492 0.86374 1.82620
O2 -0.11617 -1.98383 -1.75436
O3 -0.93760 -1.45831 0.68857
C1 0.54549 -1.16743 -1.15345
C2 -0.22552 1.58153 -0.46403
C3 0.27209 -0.86335 0.30312
C4 0.26356 0.65062 0.64464
H1 0.36121 1.46110 -1.38357
H2 1.10823 -1.31916 0.86362
H3 -1.28388 1.42415 -0.69102
H4 -1.13909 -2.13360 0.01760
H5 -0.97788 0.05659 2.00744
H6 -0.09639 2.61561 -0.12969
H7 1.39321 -0.64508 -1.63424
H8 1.30765 0.91742 0.85917

Forces on atoms 1 to 6 (eV/Å):
O 0.018 -0.190 0.179
O 0.293 0.414 0.235
O -0.036 -0.149 -0.067
C -0.136 -0.277 -0.141
C -0.063 -0.029 0.002
C 0.094 0.087 -0.051

Computed properties:
Relative energy (zero: lowest compared OMol25 entry of this formula, charge and spin): 146.3 kJ/mol
HOMO level: -10.32 eV
Kohn-Sham gap: 11.0 eV
Structure (SMILES): C[C@@H](O)[C@@H](O)C=O
Energy: -10419.4867 eV
Largest force on an atom: 0.56 eV Å⁻¹